DFT (ωB97M-V/def2-TZVPD) results for a cluster of 2 separate species, C5H9N in total.

The HOMO energy is -8.2 eV. The LUMO energy is 0.96 eV. For the electronic energy, the calculation gives -6816.0593 eV. The relative energy (zero: lowest compared OMol25 entry of this formula, charge and spin) is 113.8 kcal/mol.

The geometry in XYZ format:
```
15
Properties=species:S:1:pos:R:3:forces:R:3:nbo_charge:R:1
N -1.484600 0.558149 1.320237 1.2061 0.8956 -2.0154 -0.770
C 1.690237 -0.830296 0.876300 0.2296 1.4492 -1.3602 -0.495
C 1.661581 0.962561 -1.022842 -0.9362 -1.0722 -2.4050 -0.505
C 1.530808 0.115383 -0.043553 1.3191 -1.4971 1.0836 0.085
C -1.558040 -0.562642 -0.802980 -4.0505 0.5151 -0.2230 -0.744
C -1.480320 -0.645026 0.704763 -1.3303 2.0231 0.8222 0.133
H -1.566476 0.376962 -1.415818 -0.2703 -0.1014 1.0161 0.184
H -2.374635 -1.279312 -1.278009 1.6282 1.3470 1.3483 0.238
H 1.692122 2.020128 -0.872248 -0.1532 0.5133 0.0412 0.220
H -0.674024 -0.978954 -1.009005 3.5572 -2.0548 -1.4046 0.233
H -1.229392 1.486520 0.840663 -0.9361 -1.7192 0.1649 0.348
H 0.927636 -1.445907 1.250994 -1.4201 -0.2535 0.5133 0.235
H 2.649250 -1.080687 1.290092 0.5977 0.1131 -0.3420 0.222
H -1.332217 0.724296 2.302131 -0.0646 -0.9815 0.2672 0.385
H 1.548077 0.578825 -2.140729 0.6234 0.8233 2.4932 0.230
```
Positions in Å, forces in eV/Å.